## one
The following is a quantum chemistry calculation of the ion C3H7N2O3 with charge +1, from the Open Molecules 2025 dataset.

The geometry in XYZ format:
```
15
Properties=species:S:1:pos:R:3
N -1.6442 -0.1636 1.0058
C -0.5179 0.2521 0.2051
C 0.9719 -0.2174 0.7828
N 2.0366 0.4345 0.3708
O 0.9420 -1.2328 1.5585
O -0.5753 1.4063 -0.4659
C -0.6313 0.2340 -1.2821
O 0.4194 -0.1518 -2.0801
H -2.3684 -0.4082 0.3121
H -2.0713 0.4096 1.7298
H 1.9134 1.1427 -0.3444
H 2.9126 -0.1321 0.7383
H -0.0056 -1.5183 1.9102
H -1.6357 -0.0638 -1.4454
H 0.2537 0.0087 -2.9955
```

Calculated values
M = 119.1 g mol⁻¹
HOMO-LUMO gap = 11.3 eV
Net charge = +1



## two
The following is a quantum chemistry calculation of a cluster of 3 separate species, C3H7N2O3 in total, from the Open Molecules 2025 dataset.

The geometry in XYZ format:
```
15
Properties=species:S:1:pos:R:3
C 0.8944 -0.7642 0.9316
C 0.3036 -0.0930 -1.0868
C -0.8285 -0.5525 -0.4023
N 1.2946 -0.0738 -0.0870
N -0.3713 -1.1621 0.7331
O -2.0660 -0.6755 -0.7324
O -1.1037 1.6470 0.5191
O 2.5287 0.3816 -0.3078
H 1.5330 -1.0645 1.7242
H 0.2795 0.7560 -1.7002
H -0.5643 2.9266 0.2995
H -0.9336 -1.5234 1.4270
H -2.2962 -0.3408 -1.5548
H -1.6251 1.4889 1.3067
H 2.6476 1.1675 0.1833
```

Calculated values
M = 119.1 g mol⁻¹
HOMO-LUMO gap = 9.2 eV
Net charge = +1



Of them, one has the highest stability.



## one
The following is a quantum chemistry calculation of an isolated molecule of C2H4ClPS2, from the Open Molecules 2025 dataset.

The geometry in XYZ format:
```
10
Properties=species:S:1:pos:R:3
S 2.6345 -0.5163 1.0183
C 1.4031 -0.8309 0.0874
C 0.4591 0.2626 -0.4758
P -1.4074 -0.2395 -0.3794
S -2.0022 1.3504 0.9042
Cl -1.3927 -1.8703 0.7820
H 1.1582 -1.8868 -0.2809
H 0.7284 1.1674 0.0605
H 0.5883 0.4253 -1.5772
H -2.1692 2.1380 -0.1390
```

Calculated values
M = 158.6 g mol⁻¹
HOMO-LUMO gap = 8.4 eV



## two
The following is a quantum chemistry calculation of an isolated molecule of C2H4ClPS2, from the Open Molecules 2025 dataset.

The geometry in XYZ format:
```
10
Properties=species:S:1:pos:R:3
C -0.8990 -0.2081 0.1592
C 0.3087 0.7936 -0.0476
P -1.8699 2.6022 -0.2934
S -2.3935 0.5879 -0.4897
S -0.0680 2.3847 0.6773
Cl -3.4990 -1.4667 0.3141
H -0.9794 -1.0775 -0.3621
H -0.7187 -0.3899 1.1442
H 1.1833 0.4849 0.4742
H 0.6337 0.9531 -1.1058
```

Calculated values
M = 158.6 g mol⁻¹
HOMO-LUMO gap = 6.3 eV



Of them, one has the highest stability.



## one
The following is a quantum chemistry calculation of a structure of composition C12H7Cl3N3O2SbScSe4Si, from the Open Molecules 2025 dataset.

The geometry in XYZ format:
```
34
Properties=species:S:1:pos:R:3
Sc -0.5085 0.6361 0.0566
O 4.9664 0.3879 5.4992
N 3.8044 0.0660 5.3762
O 3.1053 -0.3527 6.2795
C 3.2048 0.1565 4.0293
C 4.0594 -0.0208 3.0010
C 3.5725 -0.0262 1.6622
C 4.4014 -0.1849 0.5464
C 3.8574 -0.1359 -0.7139
C 2.4807 0.0434 -0.8393
N 1.6769 0.1774 0.2027
C 2.2072 0.1815 1.4436
C 1.3276 0.4312 2.5501
N 0.0320 0.7077 2.2352
C -0.7869 1.0839 3.2016
C -0.3894 1.1013 4.5507
C 0.8802 0.7478 4.8868
C 1.7999 0.4078 3.8604
H 5.1128 -0.1601 3.1956
H 5.4665 -0.3215 0.6876
H 4.4679 -0.2275 -1.5998
H 2.0130 0.0874 -1.8154
H -1.7979 1.3364 2.9197
H -1.1037 1.4153 5.2972
H 1.1923 0.7474 5.9176
Se 0.4698 6.4670 0.0006
Sb 0.3921 4.4229 1.2197
Se -0.7137 2.8190 -0.7996
Se 2.5358 3.4258 1.7531
Se -1.3188 4.2087 2.9382
Cl -2.9370 -0.2031 0.6004
Si -3.2702 -0.3127 -1.7085
Cl -0.9484 -0.8857 -1.9239
Cl -3.9403 -2.3464 -1.7391
```

Calculated values
M = 842.2 g mol⁻¹
HOMO-LUMO gap = 4.8 eV
Net charge = -1



## two
The following is a quantum chemistry calculation of a structure of composition C12H7Cl3N3O2SbScSe4Si, from the Open Molecules 2025 dataset.

The geometry in XYZ format:
```
34
Properties=species:S:1:pos:R:3
Sc -1.9382 -0.5678 -1.7774
O 3.6198 0.1695 3.5680
N 2.4757 -0.2254 3.5047
O 1.8079 -0.5570 4.4680
C 1.8615 -0.3398 2.1714
C 2.7160 -0.4888 1.1421
C 2.2296 -0.6647 -0.1877
C 3.0718 -0.7446 -1.3010
C 2.5179 -0.8238 -2.5550
C 1.1287 -0.8577 -2.6754
N 0.3157 -0.8136 -1.6314
C 0.8505 -0.6835 -0.4017
C -0.0585 -0.5271 0.7100
N -1.3798 -0.5614 0.4202
C -2.2532 -0.3100 1.3804
C -1.8585 -0.0210 2.6833
C -0.5257 -0.0342 3.0042
C 0.4265 -0.3186 2.0063
H 3.7798 -0.4565 1.3277
H 4.1445 -0.6991 -1.1632
H 3.1304 -0.8478 -3.4440
H 0.6563 -0.9247 -3.6482
H -3.2984 -0.2974 1.0985
H -2.6041 0.2284 3.4229
H -0.2083 0.1875 4.0087
Se -0.3988 5.5249 -1.9826
Sb -0.4702 3.6545 -0.5102
Se -1.9623 1.7406 -2.0743
Se 1.5758 2.3865 -0.2473
Se -1.9335 3.5774 1.3901
Cl -4.6092 -0.8205 -1.4599
Si -4.4340 -0.5998 -3.6793
Cl -2.4134 -2.3160 -3.4259
Cl -5.9621 -1.9686 -4.1422
```

Calculated values
M = 842.2 g mol⁻¹
HOMO-LUMO gap = 5.0 eV
Net charge = -1



Of them, one has the highest stability.



## one
The following is a quantum chemistry calculation of a structure of composition C35H41F4MnN7O2S2, from the Open Molecules 2025 dataset.

The geometry in XYZ format:
```
92
Properties=species:S:1:pos:R:3
Mn 0.4225 0.6089 0.1733
C 2.5586 -0.3653 -2.6547
C 1.8098 -1.4395 -1.8805
N 1.6485 -1.2104 -0.4313
C 0.9214 -2.3603 0.1579
C 1.6951 -3.6651 0.2931
C 2.9037 -0.9500 0.3059
C 3.4431 0.4765 0.1578
N 2.3442 1.4192 0.2211
C 2.5673 2.7362 0.0865
C 1.4616 3.6135 0.2059
F 0.2516 3.0471 0.5006
C 1.5307 4.9745 0.0615
F 0.4068 5.6989 0.1936
C 2.7305 5.6086 -0.2106
C 3.8365 4.7888 -0.3160
F 5.0360 5.3393 -0.5715
C 3.7774 3.4166 -0.1775
F 4.9377 2.7297 -0.3076
H 2.3423 -0.4863 -3.7177
H 3.6370 -0.4529 -2.5341
H 2.2533 0.6345 -2.3503
H 2.3055 -2.4038 -2.0476
H 0.7960 -1.5290 -2.2796
H 0.5704 -2.0675 1.1480
H 0.0329 -2.5132 -0.4560
H 2.0788 -4.0335 -0.6590
H 1.0226 -4.4201 0.7003
H 2.5264 -3.5693 0.9919
H 3.6822 -1.6690 0.0227
H 2.6694 -1.1223 1.3605
H 4.0202 0.5692 -0.7632
H 4.1588 0.6231 0.9761
H 2.8017 6.6790 -0.3213
O -1.5692 -0.2868 0.1299
S -3.0008 -0.7658 0.1168
C -3.7083 -0.1341 -1.4209
C -2.7422 -0.1659 -2.6066
C -2.7989 1.1257 -3.4396
C -1.4763 1.4973 -4.1003
S -0.2084 2.1951 -2.9973
O -0.1495 1.2342 -1.8375
C -1.0625 3.6477 -2.4341
C -1.9228 3.5822 -1.3492
C -2.5927 4.7275 -0.9509
C -2.3898 5.9190 -1.6343
C -1.5092 5.9781 -2.7065
C -0.8310 4.8380 -3.1098
C -2.8809 -2.5267 -0.1837
C -3.4045 -3.1954 -1.2814
C -3.2591 -4.5733 -1.3730
C -2.5976 -5.2737 -0.3753
C -2.0852 -4.5995 0.7247
C -2.2311 -3.2268 0.8288
H -3.9593 0.8881 -1.1282
H -4.6510 -0.6633 -1.5719
H -2.9425 -1.0254 -3.2477
H -1.7347 -0.2885 -2.2117
H -3.1259 1.9598 -2.8178
H -3.5533 1.0346 -4.2248
H -1.6041 2.2581 -4.8737
H -0.9884 0.6328 -4.5576
H -2.0611 2.6579 -0.8039
H -3.2644 4.6695 -0.1052
H -2.9071 6.8148 -1.3170
H -1.3364 6.9152 -3.2185
H -0.1221 4.8759 -3.9287
H -3.9245 -2.6644 -2.0648
H -3.6644 -5.0979 -2.2282
H -2.4866 -6.3473 -0.4530
H -1.5701 -5.1330 1.5119
H -1.8123 -2.7109 1.6860
N -3.7155 2.1921 1.0125
C -2.9167 2.0198 1.8377
N -2.0466 1.8509 2.8092
C -0.9819 1.1766 2.5707
N -0.0043 0.5500 2.3960
C 2.1503 -0.8508 5.4668
C 1.5228 -2.0572 4.8546
C 1.6271 -3.3990 5.1472
C 0.8118 -4.0493 4.1962
N 0.2462 -3.1724 3.3805
N 0.6909 -1.9698 3.7998
C 0.5494 -5.5121 4.0511
H 2.6375 -1.1166 6.4026
H 1.4054 -0.0817 5.6726
H 2.8997 -0.4163 4.8033
H 2.2084 -3.8462 5.9360
H 0.4203 -1.1209 3.3080
H -0.0566 -5.8916 4.8754
H 1.4812 -6.0788 4.0368
H 0.0183 -5.7052 3.1199
```

Calculated values
M = 786.8 g mol⁻¹
HOMO-LUMO gap (spin up / spin down) = 7.1 / 7.2 eV
Spin multiplicity = 6
⟨S²⟩ = 8.75



## two
The following is a quantum chemistry calculation of a structure of composition C35H41F4MnN7O2S2, from the Open Molecules 2025 dataset.

The geometry in XYZ format:
```
92
Properties=species:S:1:pos:R:3
Mn 0.3497 0.6916 -0.4792
C 2.5897 -1.0138 -2.8812
C 2.1247 -1.7697 -1.6440
N 1.9347 -0.9555 -0.4292
C 1.4990 -1.8258 0.6890
C 2.4858 -2.8808 1.1731
C 3.1253 -0.1632 -0.0485
C 3.3136 1.1344 -0.8467
N 2.0258 1.7505 -1.1019
C 1.9439 2.9636 -1.6790
C 0.6604 3.5097 -1.9120
F -0.4197 2.7593 -1.5360
C 0.4269 4.7280 -2.4924
F -0.8429 5.1295 -2.6607
C 1.4677 5.5379 -2.9081
C 2.7383 5.0396 -2.7033
F 3.7972 5.7717 -3.0879
C 2.9834 3.8133 -2.1185
F 4.2779 3.4404 -1.9826
H 2.3961 -1.6261 -3.7654
H 3.6612 -0.8193 -2.8544
H 2.0665 -0.0667 -2.9905
H 2.8440 -2.5704 -1.4347
H 1.1610 -2.2477 -1.8414
H 1.2741 -1.1773 1.5337
H 0.5672 -2.3050 0.3752
H 2.6878 -3.6522 0.4295
H 2.0579 -3.3696 2.0503
H 3.4304 -2.4301 1.4804
H 4.0360 -0.7691 -0.1286
H 2.9948 0.0879 1.0078
H 3.8601 0.9368 -1.7731
H 3.9680 1.7676 -0.2399
H 1.2979 6.5016 -3.3628
O -1.6297 -0.2173 0.2702
S -2.8010 -0.9659 0.8467
C -3.4915 -1.8821 -0.5567
C -2.4166 -2.3669 -1.5252
C -2.8379 -2.2078 -2.9966
C -1.7034 -1.8066 -3.9286
S -1.0424 -0.1199 -3.7614
O -0.4104 -0.0307 -2.4008
C -2.5787 0.7788 -3.7145
C -3.1003 1.2249 -2.5116
C -4.3038 1.9204 -2.5184
C -4.9602 2.1553 -3.7188
C -4.4198 1.7103 -4.9199
C -3.2170 1.0226 -4.9246
C -2.0609 -2.2639 1.8378
C -2.4803 -3.5885 1.8376
C -1.8963 -4.4843 2.7221
C -0.9144 -4.0566 3.6062
C -0.5179 -2.7266 3.6162
C -1.0972 -1.8257 2.7362
H -4.1415 -1.1379 -1.0217
H -4.1359 -2.6669 -0.1611
H -2.1620 -3.4074 -1.3145
H -1.5199 -1.7755 -1.3476
H -3.6300 -1.4607 -3.0823
H -3.2654 -3.1399 -3.3743
H -2.0112 -1.8590 -4.9761
H -0.8179 -2.4380 -3.8130
H -2.5816 1.0351 -1.5819
H -4.7060 2.2699 -1.5760
H -5.8955 2.7005 -3.7212
H -4.9275 1.9119 -5.8544
H -2.7740 0.6947 -5.8590
H -3.2515 -3.9389 1.1643
H -2.2114 -5.5199 2.7183
H -0.4627 -4.7618 4.2921
H 0.2439 -2.3731 4.3005
H -0.7957 -0.7850 2.7400
N -4.1701 2.2329 0.7829
C -3.1564 2.5922 1.2161
N -2.0257 3.0450 1.7414
C -0.9708 2.3465 1.5459
N 0.0197 1.7271 1.4129
C 1.2910 2.9027 5.3317
C 1.7486 1.5151 5.0293
C 2.4213 0.5827 5.7872
C 2.5868 -0.5343 4.9396
N 2.0515 -0.3066 3.7487
N 1.5501 0.9422 3.8282
C 3.2393 -1.8446 5.2404
H 1.3518 3.0918 6.4013
H 0.2583 3.0561 5.0148
H 1.9099 3.6419 4.8204
H 2.7509 0.6945 6.8076
H 1.0610 1.3303 3.0341
H 2.6808 -2.4017 5.9963
H 4.2518 -1.7036 5.6210
H 3.2913 -2.4486 4.3351
```

Calculated values
M = 786.8 g mol⁻¹
HOMO-LUMO gap (spin up / spin down) = 6.9 / 7.0 eV
Spin multiplicity = 6
⟨S²⟩ = 8.75



Of them, one has the highest stability.